Here is a cluster of 13 separate species, C52H112N9O14 in total in a non-equilibrium geometry from the OMol25 dataset. Energies are from the ωB97M-V functional and the def2-TZVPD basis.

XYZ file:
```
187
Properties=species:S:1:pos:R:3:lowdin_charge:R:1
H 8.443 0.993 1.699 0.09
H 3.172 -7.178 -2.408 0.06
H -3.755 -1.265 6.922 0.14
C -9.443 4.126 1.417 -0.09
H -2.447 -1.023 0.674 0.08
H -3.226 -4.621 -5.376 0.09
H -2.079 -1.004 -5.897 0.11
H -4.146 -7.430 0.278 0.12
C -3.214 -1.311 -7.763 -0.21
C 5.903 2.858 5.391 0.03
N -4.209 -7.545 2.424 -0.04
N -1.937 -3.095 -6.201 -0.25
H 7.188 6.217 0.665 0.09
H 3.796 -2.695 -2.056 0.08
C -1.955 -2.710 -3.756 -0.11
C 9.053 5.650 2.255 -0.29
H 4.035 6.399 -2.851 0.10
H -1.313 -5.004 -6.779 0.09
H -3.570 -1.824 -0.609 0.07
C -4.228 -8.008 1.188 -0.02
H 9.640 4.825 1.866 0.11
H 3.746 -3.280 -3.776 0.11
C -5.487 0.339 0.600 -0.51
C -3.431 -2.739 -4.347 -0.11
C 4.659 5.704 -3.488 0.02
O -2.098 -7.703 -3.604 0.09
H 9.230 8.896 0.092 0.11
C 9.329 8.161 -0.650 -0.06
H 7.715 1.651 6.704 0.16
H -6.463 5.860 3.517 0.11
O -1.707 -6.024 -5.077 0.03
H -4.690 3.445 1.261 0.11
H -6.870 5.046 1.517 0.13
C -6.145 -0.942 1.165 -0.01
H -3.447 -2.105 -8.575 0.14
C -1.356 -7.052 -4.516 -0.50
H -6.075 -5.836 -3.280 0.10
H 10.037 5.882 -1.593 0.12
H 2.361 -2.538 -3.008 0.08
H -0.816 5.264 1.372 0.07
H 10.328 8.110 -1.100 0.15
H -0.298 -2.267 -5.159 0.13
H -3.145 0.871 -8.052 0.08
H -0.297 -8.826 -5.129 0.12
H 0.733 -7.332 -5.331 0.08
H 6.561 1.930 2.172 0.08
H -3.720 -10.014 -0.680 0.09
H -3.758 0.715 -0.357 0.12
C -8.369 3.788 2.502 -0.23
H 5.138 2.914 4.664 0.06
C 8.143 8.358 -1.640 -0.11
H -5.145 -5.219 1.280 0.04
H 8.000 5.384 2.127 0.11
O -4.659 -5.915 -0.582 -0.12
O -1.004 2.801 0.633 0.04
C -3.481 3.355 2.998 -0.15
H -5.074 5.269 4.325 0.08
H 0.349 -8.054 -3.721 0.07
H -6.744 3.377 1.105 0.09
H -8.566 4.458 3.348 0.10
H -8.655 2.735 2.774 0.13
H -1.786 -3.514 -3.016 0.12
N -4.279 -0.037 0.055 0.01
C 6.824 1.728 4.857 -0.52
C -6.057 4.977 4.027 0.03
H -2.965 -5.877 2.724 0.14
H 8.205 0.576 0.046 0.11
C 5.847 5.113 -2.705 -0.56
O 5.459 4.549 -1.558 0.09
H 9.444 0.336 4.980 0.09
O 1.792 -5.028 -3.197 0.03
C 7.328 2.486 0.554 -0.48
H 9.332 1.831 0.377 0.09
H -0.581 -4.029 -4.877 0.10
H -0.382 -3.710 -7.580 0.12
H -1.928 -1.211 4.149 0.08
H -6.555 2.411 4.242 0.14
C -5.001 -6.062 -3.008 -0.02
H -4.573 -11.139 0.344 0.11
C -2.058 -1.635 -6.760 -0.09
H 4.386 -7.000 -1.109 0.11
C -4.715 -5.301 -1.701 -0.74
H -10.390 4.038 2.037 0.10
H -4.221 3.082 5.125 0.14
H 4.033 4.903 -3.878 0.08
C 7.552 6.555 -0.236 -0.09
H 0.784 5.515 0.413 0.07
H -4.599 -10.763 2.730 0.12
C 6.945 7.784 -0.835 -0.11
H 8.079 9.385 -1.863 0.10
C -3.222 -3.570 -5.629 -0.13
O -6.001 1.438 0.504 0.01
C -4.543 -10.082 -0.003 0.03
H -2.003 -0.105 -9.065 0.06
C 9.365 5.827 3.689 -0.09
C -1.044 -3.057 -4.973 -0.10
H -4.397 -5.710 -3.887 0.06
H 9.352 4.836 4.132 0.08
H -5.998 0.098 5.490 0.06
H -9.346 5.159 1.006 0.09
C -4.253 2.609 4.092 -0.14
N 7.755 1.374 5.719 0.03
C -4.517 4.060 2.145 -0.05
H 0.304 2.460 -1.205 0.12
H 9.319 4.796 -0.488 0.07
H 5.103 6.116 -4.370 0.07
O -4.425 -4.140 -1.851 -0.02
H 8.423 7.871 -2.550 0.11
C -5.684 2.547 3.562 -0.13
C 9.352 6.912 1.501 -0.15
C -0.222 5.164 0.471 0.03
O 6.357 2.599 1.431 0.12
H -2.792 -2.735 4.104 0.09
C -4.988 -5.127 2.332 -0.05
H -2.781 4.058 3.490 0.12
H 8.594 6.435 4.158 0.09
H -5.694 0.159 7.339 0.07
H 7.600 5.785 -1.026 0.09
H -7.226 -0.773 1.219 0.08
C -1.387 -4.014 -7.245 0.03
H -4.122 -1.282 -7.222 0.08
H 7.849 -0.508 4.815 0.09
N -5.873 3.881 2.963 -0.24
C -4.402 -8.590 3.283 -0.02
H 6.846 8.582 -0.076 0.13
H -6.658 4.748 4.951 0.13
H -4.932 -7.162 -2.817 0.07
C -5.652 -0.354 6.411 -0.03
H -6.076 -1.646 0.313 0.10
H 2.573 -6.962 -0.764 0.08
H -2.951 -7.182 -3.446 0.11
C 9.879 5.706 -0.532 0.02
H 8.749 7.725 1.942 0.15
C -4.475 -9.734 2.540 0.01
C -2.602 -1.829 4.708 0.00
O 6.997 5.228 -3.108 0.06
H -5.459 -9.856 -0.494 0.10
H 10.819 5.593 0.044 0.13
H -4.399 5.132 1.964 0.14
H 5.515 2.887 6.407 0.08
C 3.362 -6.712 -1.478 -0.07
N 3.429 -5.268 -1.599 0.00
H -5.773 -1.329 2.129 0.06
H -2.066 -4.037 -8.028 0.08
H -5.807 1.803 2.759 0.12
N -4.220 -0.755 6.156 0.02
O 6.846 1.403 3.674 0.01
H -5.950 -5.234 2.937 0.11
H -3.700 0.028 -9.450 0.07
C -3.845 -1.086 4.874 -0.56
C -3.427 -1.229 0.289 -0.04
H -9.479 3.331 0.713 0.06
C -2.973 -0.030 -8.655 -0.07
N 9.077 6.818 0.025 -0.23
H -3.636 -1.683 -4.562 0.10
H -2.859 2.630 2.503 0.10
C -0.017 -7.793 -4.703 0.03
H 5.971 7.533 -1.226 0.12
H -4.016 -3.534 -6.427 0.15
H -3.941 1.585 4.311 0.09
H 10.336 6.373 3.828 0.11
C -0.283 3.660 0.100 -0.52
C -7.006 4.052 1.902 -0.13
H -4.148 -3.169 -3.646 0.08
H -1.128 -1.430 -7.325 0.13
H -0.815 5.631 -0.366 0.11
O 0.642 3.263 -0.788 0.10
H -2.161 -2.191 5.681 0.10
C 3.210 -3.174 -2.822 -0.01
C -4.044 -6.159 2.900 -0.17
O -4.489 -0.735 3.879 0.00
H -6.246 -1.265 6.542 0.09
H 6.517 3.781 5.216 0.10
H -4.072 -6.304 3.980 0.11
H -4.393 -8.475 4.400 0.16
O 7.442 3.346 -0.389 -0.01
H 6.200 4.133 -1.118 0.02
N -4.385 -9.320 1.221 -0.09
H -1.828 -1.722 -3.290 0.11
H 10.458 7.141 1.731 0.17
C 8.382 1.445 0.692 0.03
H -3.912 -1.743 1.140 0.06
H 8.730 -0.303 6.394 0.08
C 2.740 -4.539 -2.593 -0.53
H -4.549 -4.161 2.519 0.06
C 8.485 0.113 5.442 -0.03
H 4.252 -4.840 -1.355 0.08
```

Its HOMO energy is -12.506 eV. The value obtained for the LUMO energy is -4.33 eV. Its total charge is +3.